The molecule C4H4 in a non-equilibrium geometry. Source: the Open Molecules 2025 dataset; level of theory: the ωB97M-V functional and the def2-TZVPD basis.

Atoms and positions in Å:
C1 2.71 0.35 0.01
C2 1.56 -0.22 0.03
C3 0.26 -0.47 0.06
C4 -0.95 0.35 0.03
H1 0.14 -1.61 0.08
H2 -0.68 1.35 0.24
H3 -1.66 -0.01 0.64
H4 -1.38 0.26 -1.10

Results
Energy = -154.62048 hartree
Lowest unoccupied orbital energy = -1.33 eV
Highest occupied orbital energy = -9.735 eV
Charge = 0

Atomic partial charges in e from the Mulliken method, atoms 1 to 2: atom 1 (C): -0.5112, atom 2 (C): 0.1245


The molecule C23H26N2O6. Source: the Open Molecules 2025 dataset; level of theory: the ωB97M-V functional and the def2-TZVPD basis.

Atoms and positions in Å:
C1 3.04 3.10 -2.16
O1 2.15 3.53 -1.15
C2 0.94 2.95 -0.96
C3 0.10 3.65 -0.11
C4 -1.16 3.20 0.22
C5 -1.63 2.00 -0.32
C6 -2.90 1.40 0.01
C7 -3.76 1.77 0.97
C8 -4.80 0.83 1.40
O2 -5.19 0.73 2.54
O3 -5.18 -0.02 0.41
C9 -5.54 -1.34 0.79
C10 -4.24 -2.16 0.64
O4 -4.11 -3.05 -0.17
N1 -3.26 -1.69 1.46
C11 -1.88 -1.70 1.25
C12 -1.25 -2.55 0.34
C13 0.11 -2.44 0.12
C14 0.89 -1.50 0.79
N2 2.27 -1.41 0.63
C15 2.99 -2.42 -0.11
C16 4.45 -2.42 0.36
O5 5.05 -1.16 0.21
C17 4.34 -0.18 0.94
C18 2.89 -0.11 0.46
C19 0.25 -0.67 1.72
C20 -1.11 -0.77 1.94
C21 -0.79 1.29 -1.19
C22 0.48 1.73 -1.51
O6 1.33 1.02 -2.33
C23 0.86 -0.18 -2.90
H1 3.84 3.84 -2.17
H2 2.56 3.06 -3.14
H3 3.47 2.12 -1.93
H4 0.47 4.58 0.30
H5 -1.78 3.78 0.89
H6 -3.13 0.50 -0.55
H7 -3.61 2.62 1.62
H8 -5.93 -1.36 1.81
H9 -6.29 -1.70 0.08
H10 -3.55 -1.02 2.17
H11 -1.84 -3.27 -0.20
H12 0.55 -3.11 -0.61
H13 2.56 -3.40 0.09
H14 2.97 -2.23 -1.20
H15 5.04 -3.12 -0.23
H16 4.48 -2.72 1.42
H17 4.85 0.77 0.77
H18 4.36 -0.42 2.01
H19 2.35 0.65 1.02
H20 2.89 0.17 -0.61
H21 0.82 0.05 2.28
H22 -1.58 -0.11 2.65
H23 -1.15 0.36 -1.59
H24 0.60 -0.91 -2.14
H25 0.00 0.00 -3.55
H26 1.69 -0.55 -3.50

Results
SMILES = COc1ccc(/C=C/C(=O)OCC(=O)Nc2ccc(N3CCOCC3)cc2)cc1OC
Energy = -1452.96079 hartree
Lowest unoccupied orbital energy = -0.09 eV
Highest occupied orbital energy = -7.631 eV
Charge = 0

Atomic partial charges in e from the Mulliken method, atoms 1 to 2: atom 1 (C): -0.6681, atom 2 (O): -0.4825


The molecule C3H5N3OS in a non-equilibrium geometry. Source: the Open Molecules 2025 dataset; level of theory: the ωB97M-V functional and the def2-TZVPD basis.

Atoms and positions in Å:
N1 -0.10 -2.81 -0.55
N2 1.06 -1.99 -0.95
C1 1.05 -0.83 -0.44
C2 0.06 -0.24 0.58
O1 -1.26 -0.02 -0.02
N3 -1.54 1.29 -0.44
C3 -0.64 2.05 0.09
S1 0.71 1.40 0.86
H1 -0.04 -3.51 -1.22
H2 -0.96 -2.24 -0.61
H3 1.82 -0.11 -0.91
H4 -0.06 -0.92 1.47
H5 -0.92 3.17 -0.12

Results
SMILES = N/N=C\[C@@H]1ON=CS1
Energy = -754.86926 hartree
Lowest unoccupied orbital energy = 0.60 eV
Highest occupied orbital energy = -8.939 eV
Charge = 0

Atomic partial charges in e from the Mulliken method, atoms 1 to 2: atom 1 (N): -0.5053, atom 2 (N): -0.3349


A structure of composition C20H25BF4N3PSTl in a non-equilibrium geometry. Source: the Open Molecules 2025 dataset; level of theory: the ωB97M-V functional and the def2-TZVPD basis.

Atoms and positions in Å:
Tl1 -0.09 2.45 1.06
C1 -1.29 0.52 2.50
C2 -0.61 -0.70 2.55
C3 0.53 -0.91 3.38
C4 1.17 -2.11 3.44
C5 0.74 -3.21 2.67
C6 -0.38 -3.03 1.83
C7 -1.02 -1.82 1.76
C8 1.37 -4.44 2.77
N1 1.91 -5.46 2.85
H1 -1.18 1.18 3.36
H2 -2.28 0.53 2.06
H3 0.86 -0.08 3.99
H4 2.02 -2.24 4.10
H5 -0.73 -3.87 1.25
H6 -1.89 -1.71 1.13
C9 -2.55 4.44 -2.01
N2 -2.06 3.34 -2.78
C10 -2.99 2.32 -3.25
C11 -2.07 1.20 -3.76
N3 -0.80 1.58 -3.19
C12 -0.82 2.82 -2.65
S1 0.51 3.59 -2.04
H7 -3.23 5.03 -2.62
H8 -1.70 5.05 -1.70
H9 -3.07 4.09 -1.11
H10 -3.64 2.73 -4.02
H11 -3.61 1.98 -2.41
H12 -2.03 1.19 -4.85
H13 -2.37 0.21 -3.40
H14 0.06 1.09 -3.36
C13 2.10 0.20 -1.73
P1 1.39 -0.35 -0.09
C14 2.77 0.27 0.98
C15 1.88 -2.11 -0.26
C16 2.88 -2.73 0.49
C17 3.19 -4.06 0.27
C18 2.51 -4.79 -0.69
C19 1.49 -4.19 -1.41
C20 1.17 -2.87 -1.19
H15 3.17 0.01 -1.79
H16 1.91 1.26 -1.85
H17 1.61 -0.35 -2.53
H18 3.75 -0.03 0.58
H19 2.64 -0.12 1.98
H20 2.72 1.36 1.01
H21 3.40 -2.19 1.26
H22 3.97 -4.53 0.85
H23 2.76 -5.82 -0.86
H24 0.94 -4.77 -2.14
H25 0.36 -2.40 -1.73
F1 -4.42 4.49 1.89
B1 -3.10 4.51 2.29
F2 -2.55 5.76 2.09
F3 -2.96 4.10 3.58
F4 -2.37 3.59 1.43

Results
Energy = -2278.03736 hartree
Lowest unoccupied orbital energy = 2.13 eV
Highest occupied orbital energy = -3.644 eV
Charge = -1

Atomic partial charges in e from the Mulliken method, atoms 1 to 2: atom 1 (Tl): 0.9339, atom 2 (C): -2.1622


A structure of composition C2H3NO2 in a non-equilibrium geometry. Source: the Open Molecules 2025 dataset; level of theory: the ωB97M-V functional and the def2-TZVPD basis.

Atoms and positions in Å:
C1 -0.30 0.17 0.41
C2 0.89 0.26 -0.48
N1 2.54 0.19 0.50
O1 3.36 -0.20 -0.24
O2 0.22 1.39 -0.06
H1 -1.40 -0.09 0.06
H2 -0.19 0.24 1.44
H3 1.03 0.01 -1.61

Results
Energy = -283.02248 hartree
Lowest unoccupied orbital energy (spin up / spin down) = 1.03 / -1.11 eV
Highest occupied orbital energy (spin up / spin down) = -7.775 / -11.459 eV
Charge = 0
Spin multiplicity = 3

Atomic partial charges in e from the Mulliken method, atoms 1 to 2: atom 1 (C): -0.3140, atom 2 (C): 0.2032


A cluster of 5 separate species, H10O5 in total in a non-equilibrium geometry. Source: the Open Molecules 2025 dataset; level of theory: the ωB97M-V functional and the def2-TZVPD basis.

Atoms and positions in Å:
O1 2.27 2.35 -1.07
H1 2.99 2.99 -0.99
H2 2.74 1.51 -1.18
O2 0.37 -2.11 -3.12
H3 -0.41 -2.67 -3.16
H4 0.12 -1.38 -2.56
O3 -1.36 -2.61 1.82
H5 -1.37 -2.79 2.76
H6 -1.29 -1.65 1.70
O4 -1.29 0.19 1.93
H7 -2.18 0.53 1.82
H8 -0.69 0.75 1.40
O5 -0.04 2.01 0.37
H9 0.16 2.87 0.76
H10 0.80 1.98 -0.16

Results
SMILES = O.O.O.O.O
Energy = -382.19030 hartree
Lowest unoccupied orbital energy = 0.08 eV
Highest occupied orbital energy = -10.389 eV
Charge = 0

Atomic partial charges in e from the Mulliken method, atoms 1 to 2: atom 1 (O): -0.6864, atom 2 (H): 0.3146


What did we get for ΔE to the lowest compared entry with this formula, charge and spin? Answer: 62.7 99.7 106.5 24.0 80.6 21.3 kcal per mole, in the order shown.